# C5H8N2O

An isolated molecule of C5H8N2O in a non-equilibrium geometry (ωB97M-V/def2-TZVPD, the OMol25 dataset).

Each line ends with the Löwdin charge.
Atoms and positions in Å:
C1 -2.3148 -1.2507 0.0791  -0.036
C2 -1.8664 0.1425 -0.0843  -0.416
O1 -2.3854 1.0807 -0.5610  0.128
N1 -0.3113 0.3087 0.4641  0.023
C3 0.5801 1.0029 -0.4833  -0.217
C4 1.9465 1.1874 0.1195  -0.098
C5 1.9163 -0.3485 0.3828  -0.136
N2 0.5904 -0.4698 -0.2578  -0.085
H1 -2.6231 -1.2429 1.1533  0.097
H2 -1.5841 -1.9852 -0.3587  0.088
H3 -3.3385 -1.4685 -0.5486  0.139
H4 0.3549 1.4668 -1.3873  0.118
H5 2.0649 1.8880 0.9207  0.101
H6 2.6122 1.3482 -0.6068  0.056
H7 2.6312 -0.9630 -0.2428  0.127
H8 1.7273 -0.6967 1.4111  0.109

Forces on the atoms, in the same order (eV/Å):
C -2.993 -0.989 -1.366
C 4.143 -0.164 -0.378
O -0.696 0.767 0.025
N -2.606 1.808 0.006
C -0.168 -1.548 1.768
C -2.045 -1.589 2.487
C -0.261 -0.630 0.632
N 0.078 -0.892 -2.852
H 0.651 -1.057 -0.637
H -0.415 0.761 1.345
H 2.435 0.945 1.547
H -1.257 0.497 -1.294
H 0.034 0.272 0.542
H 2.657 0.980 -2.782
H -0.592 0.755 1.130
H 1.035 0.087 -0.174

Properties
net charge	0
relative energy (zero: lowest compared OMol25 entry of this formula, charge and spin)	4.470	eV
2S+1	1
SMILES string	CC(=O)N1[C@H]2CCN21
molar mass	112.132	g mol⁻¹
LUMO energy	1.043	eV

---

# C17H40N5O6

A cluster of 6 separate species, C17H40N5O6 in total in a non-equilibrium geometry (ωB97M-V/def2-TZVPD, the OMol25 dataset).

Each line ends with the Löwdin charge.
Atoms and positions in Å:
C1 0.3845 0.6181 -0.5246  -0.146
C2 1.4379 0.8364 -1.6422  -0.604
O1 1.3748 0.1670 -2.7971  -0.342
H1 0.4365 -0.3916 -0.0781  0.040
H2 -0.6160 0.8216 -0.9156  0.044
H3 0.6325 1.2184 0.3629  0.034
H4 2.4185 0.6803 -1.0926  0.063
H5 1.3516 1.9435 -1.8381  0.073
C3 0.4713 -3.2004 -2.2709  -0.339
O2 -0.6673 -3.6064 -2.1136  -0.015
N1 1.5759 -3.7580 -1.7122  -0.201
C4 2.8652 -3.0888 -1.9264  -0.036
C5 1.4508 -4.7840 -0.7346  -0.075
H6 0.7244 -2.3321 -2.9014  0.118
H7 3.0652 -2.4031 -1.1050  0.065
H8 2.8755 -2.5992 -2.8932  0.088
H9 3.6139 -3.8861 -1.9455  0.078
H10 1.2327 -4.3811 0.2622  0.088
H11 0.6852 -5.4981 -1.0269  0.084
H12 2.3972 -5.3229 -0.6367  0.079
C6 -1.1049 1.0677 3.7753  -0.354
O3 -1.7747 2.0692 3.6429  0.008
N2 -1.3402 -0.1303 3.1887  -0.188
C7 -2.4567 -0.3461 2.2883  -0.040
C8 -0.7664 -1.3395 3.7360  -0.078
H13 -0.1851 1.0433 4.3858  0.131
H14 -3.0760 -1.1792 2.6266  0.085
H15 -2.0567 -0.5789 1.2996  0.085
H16 -3.0878 0.5395 2.2695  0.086
H17 -0.0190 -1.1729 4.5101  0.081
H18 -1.4919 -2.0064 4.2195  0.089
H19 -0.3359 -1.9245 2.9187  0.079
C9 -1.3371 4.1707 -0.8226  -0.330
O4 -2.3212 4.5964 -1.3993  -0.002
N3 -0.3974 4.9409 -0.2305  -0.196
C10 0.7631 4.3705 0.4169  -0.059
C11 -0.5624 6.3783 -0.1675  -0.052
H20 -1.1282 3.0954 -0.7101  0.121
H21 1.6522 4.5612 -0.1918  0.090
H22 0.6804 3.2983 0.5613  0.057
H23 0.9047 4.8299 1.3995  0.086
H24 0.4216 6.8465 -0.1719  0.081
H25 -1.1966 6.7272 -0.9748  0.080
H26 -1.0423 6.6400 0.7845  0.092
C12 2.6431 -1.9130 2.8481  -0.347
O5 2.4521 -2.5722 3.8475  0.006
N4 3.8396 -1.5294 2.3489  -0.193
C13 3.8722 -0.8023 1.1022  -0.071
C14 5.0429 -1.5390 3.1233  -0.060
H27 1.8085 -1.5482 2.2243  0.123
H28 2.9557 -0.7057 0.5241  0.054
H29 4.6121 -1.1811 0.3927  0.089
H30 4.1939 0.2162 1.3588  0.092
H31 4.8358 -1.9661 4.1043  0.085
H32 5.8960 -2.0421 2.6714  0.088
H33 5.3410 -0.5015 3.3415  0.092
C15 -6.0021 0.1417 -3.0190  -0.359
O6 -6.6887 0.6906 -3.8438  0.010
N5 -4.7016 -0.2081 -3.1776  -0.197
C16 -3.9171 -0.6622 -2.0523  -0.061
C17 -3.9297 0.2144 -4.3154  -0.053
H34 -6.3699 -0.2008 -2.0342  0.128
H35 -4.6037 -1.0935 -1.3244  0.078
H36 -3.3115 0.1288 -1.5975  0.085
H37 -3.1818 -1.4087 -2.3587  0.091
H38 -3.1284 0.9003 -4.0466  0.097
H39 -3.5388 -0.6377 -4.8817  0.093
H40 -4.5717 0.6887 -5.0614  0.082

Forces on the atoms, in the same order (eV/Å):
C 0.288 -0.761 0.286
C 0.389 0.499 -0.287
O -0.431 -0.738 0.474
H -0.280 -0.190 -0.589
H -0.088 -0.088 0.258
H -0.224 0.477 -0.261
H 0.067 0.286 -0.068
H 0.324 0.105 0.311
C 0.025 0.173 -0.382
O -0.057 -0.142 0.233
N 0.184 0.865 -0.823
C -0.418 -1.091 0.375
C 0.367 -0.453 0.601
H -0.121 0.090 0.062
H 0.222 0.213 -0.188
H -0.120 0.384 0.131
H 0.186 0.194 0.072
H -0.214 -0.055 -0.022
H -0.171 0.100 0.081
H -0.007 0.021 -0.142
C -0.065 -0.167 -0.045
O 0.037 0.185 -0.140
N -0.319 -0.368 0.759
C -0.007 0.216 -0.048
C 0.346 -0.636 -0.224
H -0.078 -0.002 0.121
H 0.113 -0.069 0.078
H -0.224 0.063 -0.109
H 0.175 0.103 -0.175
H 0.231 0.363 -0.308
H -0.361 0.340 -0.163
H 0.195 -0.027 0.177
C -0.070 -0.069 0.073
O 0.007 0.045 0.044
N -0.112 -0.124 -0.061
C 0.259 0.307 0.009
C -0.021 -0.241 0.560
H 0.047 0.017 -0.112
H 0.075 -0.046 0.116
H -0.224 -0.035 -0.171
H -0.025 -0.013 -0.013
H -0.029 0.100 -0.245
H 0.089 -0.020 -0.141
H -0.004 0.116 -0.088
C -0.099 -0.109 -0.224
O 0.105 0.032 0.437
N -0.649 -0.403 -0.713
C 0.909 1.249 -0.162
C 0.156 0.505 1.050
H 0.044 -0.128 -0.103
H -0.382 -0.305 0.519
H 0.087 -0.293 0.244
H -0.061 0.085 -0.372
H -0.048 -0.309 -0.181
H -0.178 -0.166 -0.252
H 0.069 -0.075 -0.272
C 0.782 -0.589 0.236
O -0.547 0.332 -0.365
N 0.323 0.306 0.172
C 0.160 -0.283 0.194
C -0.418 0.000 -1.347
H -0.176 0.147 -0.020
H 0.223 -0.023 0.184
H -0.291 0.208 0.018
H -0.245 -0.208 -0.098
H 0.086 -0.074 0.116
H 0.346 -0.102 0.498
H -0.150 0.275 0.426

Properties
net charge	-1
relative energy (zero: lowest compared OMol25 entry of this formula, charge and spin)	0.000	eV
2S+1	1
molar mass	410.536	g mol⁻¹
LUMO energy	2.399	eV

---

# C31H27F2N2O2

A cluster of 2 separate species, C31H27F2N2O2 in total in a non-equilibrium geometry (ωB97M-V/def2-TZVPD, the OMol25 dataset).

Each line ends with the Löwdin charge.
Atoms and positions in Å:
F1 0.1493 0.5495 -6.2433  0.089
C1 -0.4731 0.1594 -5.0884  -0.199
C2 -1.2146 1.1002 -4.3776  0.036
C3 -1.7427 0.7201 -3.1576  0.026
C4 -1.5531 -0.5911 -2.6151  -0.169
C5 -2.0530 -0.8443 -1.3061  0.108
C6 -2.4375 -2.0642 -0.6864  -0.172
C7 -3.3938 -1.9767 0.3738  0.034
C8 -3.8016 -3.0876 1.0910  0.044
C9 -3.2630 -4.3245 0.7361  -0.191
F2 -3.6017 -5.4230 1.4786  0.095
C10 -2.3598 -4.4844 -0.3079  0.038
C11 -1.9362 -3.3576 -1.0004  0.029
C12 -0.8543 -1.5229 -3.4333  0.031
C13 -0.2947 -1.1483 -4.6484  0.036
H1 -1.3573 2.1042 -4.7690  0.139
H2 -2.3227 1.4396 -2.5774  0.123
H3 -2.3883 0.0472 -0.7708  0.103
H4 -3.8112 -0.9978 0.6157  0.136
H5 -4.5078 -3.0020 1.9101  0.141
H6 -1.9744 -5.4681 -0.5666  0.138
H7 -1.1856 -3.4753 -1.7700  0.098
H8 -0.7234 -2.5432 -3.1021  0.096
H9 0.2794 -1.8600 -5.2362  0.137
O1 -3.2630 -1.3392 5.0877  0.029
N1 -2.5509 -0.3099 5.1060  -0.335
O2 -2.9581 0.7769 5.5725  0.048
C14 -1.2549 -0.3699 4.5226  -0.175
C15 -0.5825 0.8398 4.2447  0.016
C16 0.3857 0.8647 3.2597  -0.014
C17 0.7173 -0.3184 2.5196  -0.211
C18 1.5300 -0.3163 1.3416  -0.029
C19 1.8505 0.8215 0.5898  -0.181
N2 3.0020 0.8782 -0.1155  -0.065
C20 4.1228 -0.0212 0.1287  -0.129
C21 5.0729 0.1699 -1.0720  -0.146
C22 4.5357 1.3561 -1.8840  -0.147
C23 3.2514 1.8366 -1.1838  -0.141
C24 0.8733 1.9388 0.4431  -0.180
C25 -0.4691 1.6269 0.1996  -0.044
C26 -1.4319 2.6192 0.0311  -0.077
C27 -1.0641 3.9643 0.1525  -0.064
C28 0.2665 4.2935 0.4264  -0.053
C29 1.2332 3.2921 0.5567  -0.032
C30 0.2265 -1.5585 3.0430  -0.032
C31 -0.7923 -1.5875 3.9729  -0.006
H10 -0.8960 1.7363 4.7779  0.124
H11 0.8795 1.8084 3.0188  0.117
H12 2.0003 -1.2628 1.0781  0.099
H13 4.6357 0.2424 1.0755  0.138
H14 3.7876 -1.0637 0.2187  0.107
H15 6.0963 0.3441 -0.7287  0.111
H16 5.0803 -0.7398 -1.6828  0.108
H17 5.2614 2.1716 -1.9463  0.111
H18 4.2991 1.0516 -2.9069  0.106
H19 2.4019 1.8972 -1.8877  0.129
H20 3.4054 2.8481 -0.7716  0.107
H21 -0.7244 0.5718 0.1368  0.089
H22 -2.4681 2.3565 -0.1876  0.100
H23 -1.8155 4.7453 0.0315  0.111
H24 0.5610 5.3372 0.5397  0.114
H25 2.2676 3.5525 0.7864  0.120
H26 0.6337 -2.4996 2.6664  0.112
H27 -1.2855 -2.5040 4.2901  0.118

Forces on the atoms, in the same order (eV/Å):
F -0.971 -0.572 1.517
C 0.773 0.591 -0.961
C -0.166 -0.118 0.075
C 0.176 -0.057 0.416
C 0.530 0.370 -0.403
C -1.238 -0.510 -0.835
C 0.258 -0.141 0.611
C 0.276 0.079 0.141
C 0.037 0.130 -0.283
C -0.437 -0.909 1.109
F 0.407 1.556 -1.157
C 0.438 0.365 -0.547
C -0.291 -0.329 0.198
C 0.100 0.226 -0.262
C -0.226 -0.335 0.475
H 0.058 -0.232 0.042
H 0.262 -0.121 -0.147
H -0.090 -0.216 -0.254
H 0.145 -0.269 0.061
H 0.105 -0.073 -0.100
H -0.101 0.199 0.190
H -0.176 -0.181 0.304
H 0.141 0.260 -0.235
H -0.130 0.216 0.047
O 1.189 1.435 -0.038
N -2.338 0.225 1.478
O 0.843 -1.806 -0.803
C 1.039 0.065 -1.314
C -0.460 -0.525 0.056
C 0.161 -0.509 -0.337
C -0.839 -0.077 1.074
C 0.616 0.860 -0.520
C -0.313 -1.238 0.538
N -0.356 0.061 -0.159
C 0.466 -0.143 0.105
C -0.013 -0.343 0.120
C -0.188 0.167 -0.189
C 0.231 0.540 -0.306
C -0.083 0.591 0.165
C 0.110 0.082 -0.178
C 0.374 0.174 0.117
C 0.070 -0.217 -0.044
C 0.072 -0.168 -0.018
C -0.271 -0.142 0.075
C 0.132 0.412 -0.294
C -0.362 0.760 0.453
H 0.097 -0.187 -0.260
H -0.192 -0.352 0.104
H 0.168 0.298 0.246
H -0.394 -0.087 -0.290
H 0.163 0.358 -0.100
H -0.184 -0.069 -0.077
H 0.076 0.200 0.126
H -0.114 -0.161 -0.011
H 0.131 0.045 0.116
H 0.248 -0.076 0.379
H -0.052 -0.381 -0.239
H 0.131 0.239 0.136
H 0.190 0.082 0.136
H 0.246 -0.184 0.063
H -0.118 -0.281 -0.038
H -0.366 0.004 -0.026
H -0.206 0.285 -0.079
H 0.215 0.135 -0.168

Properties
net charge	+1
2S+1	1
molar mass	497.565	g mol⁻¹
LUMO energy	-6.044	eV

---

Record-wise energy values, in hartree: -379.92389 -1396.95535 -1656.81102
Record-wise E_HOMO values, in eV: -8.925 -3.348 -9.531